Entry one
Entry from the Open Molecules 2025 dataset: a 2-piece molecular cluster, C3H3O3S overall (wB97M-V/def2-TZVPD).

The geometry in ORCA input format:
```
! RIJCOSX wB97M-V def2-TZVPD def2/J DEFGRID3
* xyz -1 1
C -2.34 -0.19 -0.67
C -1.30 -0.53 -0.19
C 2.21 -0.19 1.05
O 4.66 1.89 1.20
O 1.07 -0.37 1.42
O 3.37 -0.57 1.62
S 3.47 1.16 1.84
H -3.27 0.08 -1.17
H 2.44 -0.23 0.02
H -0.54 -0.65 0.52
*
```

**Highest occupied orbital energy**: -3.30 eV
**Gap between HOMO and LUMO**: 6.9 eV


Entry two
Entry from the Open Molecules 2025 dataset: an isolated ion of composition C3H3O3S and charge -1 (wB97M-V/def2-TZVPD).

The geometry in ORCA input format:
```
! RIJCOSX wB97M-V def2-TZVPD def2/J DEFGRID3
* xyz -1 1
C 0.34 0.38 0.85
C 1.36 0.33 -0.10
C 0.01 -0.23 -0.40
O 3.07 -1.10 0.81
O 3.69 1.27 0.50
O 3.62 -0.26 -1.43
S 3.13 0.07 -0.09
H 0.25 0.80 1.83
H 0.00 -1.31 -0.56
H -0.75 0.12 -1.20
*
```

**SMILES**: O=S(=O)([O-])C1=CC1
**Highest occupied orbital energy**: -4.73 eV
**Gap between HOMO and LUMO**: 8.8 eV


Which structure wins on stability? entry two wins.


Entry one
Entry from the Open Molecules 2025 dataset: a single C5H11NO molecule (wB97M-V/def2-TZVPD).

The geometry in ORCA input format:
```
! RIJCOSX wB97M-V def2-TZVPD def2/J DEFGRID3
* xyz 0 1
C 0.75 -0.30 0.23
C 0.22 0.90 1.15
C -0.41 1.96 0.27
C -1.11 2.95 0.84
N -0.26 -0.75 -0.74
C 0.00 -2.13 -1.22
O 1.08 -2.81 -0.57
H 1.79 -0.10 -0.09
H 0.75 -1.11 0.95
H 1.00 1.27 1.84
H -0.53 0.27 1.65
H -0.58 1.66 -0.75
H -1.91 3.32 0.17
H -0.71 3.51 1.68
H -0.24 -0.20 -1.59
H 0.28 -2.02 -2.29
H -0.91 -2.72 -1.23
H 0.78 -3.68 -0.29
*
```

**SMILES**: C=CCCNCO
**Highest occupied orbital energy**: -8.73 eV
**Gap between HOMO and LUMO**: 9.6 eV


Entry two
Entry from the Open Molecules 2025 dataset: a 2-piece molecular cluster, C5H11NO overall (wB97M-V/def2-TZVPD).

The geometry in ORCA input format:
```
! RIJCOSX wB97M-V def2-TZVPD def2/J DEFGRID3
* xyz 0 1
C 0.03 -0.14 -0.10
C -1.12 -0.50 0.46
N -2.25 -1.07 -0.16
C 1.03 0.84 0.50
C 1.00 2.15 -0.22
C 1.77 3.18 0.07
H 0.12 -0.24 -1.18
H -1.25 -0.50 1.54
H -2.82 -1.53 0.52
H -2.04 -1.64 -0.97
H 0.74 0.97 1.54
H 1.99 0.33 0.59
H 0.26 2.26 -1.01
H 1.72 4.12 -0.46
H 2.74 3.02 0.53
H 0.07 -4.07 -0.13
H -0.29 -2.66 0.21
O -0.20 -3.25 -0.55
*
```

**SMILES**: C=CC/C=C/N.O
**Highest occupied orbital energy**: -8.32 eV
**Gap between HOMO and LUMO**: 9.2 eV


Entry three
Entry from the Open Molecules 2025 dataset: a 2-piece molecular cluster, C5H11NO overall (wB97M-V/def2-TZVPD).

The geometry in ORCA input format:
```
! RIJCOSX wB97M-V def2-TZVPD def2/J DEFGRID3
* xyz 0 1
C 2.38 1.39 0.93
C 1.76 0.46 -0.09
C 0.65 -0.50 0.28
C 0.11 -1.16 -0.94
C -0.58 -1.69 -1.75
H -2.85 0.23 -0.77
H -3.05 1.35 0.23
H 1.58 1.95 1.41
H 3.21 2.10 0.61
H 2.86 0.80 1.71
H 2.52 -0.24 -0.56
H 1.31 1.03 -0.91
H 1.13 -1.32 0.88
H -1.20 -0.47 1.08
H -0.61 0.99 0.53
H -1.09 -2.00 -2.65
N -0.42 0.16 1.04
O -3.35 0.43 0.07
*
```

**SMILES**: C#C[C@H](N)CC.O
**Highest occupied orbital energy**: -9.59 eV
**Gap between HOMO and LUMO**: 10.3 eV


Entry four
Entry from the Open Molecules 2025 dataset: a single C5H11NO molecule (wB97M-V/def2-TZVPD).

The geometry in ORCA input format:
```
! RIJCOSX wB97M-V def2-TZVPD def2/J DEFGRID3
* xyz 0 1
C 3.12 0.24 0.31
C -0.57 0.67 -1.22
C -1.15 -1.55 -0.23
C -1.16 0.75 1.16
C -0.54 -0.19 0.03
N 1.99 0.74 0.17
O 0.85 -0.51 0.24
H 3.86 1.03 0.22
H 3.26 -0.86 0.52
H 0.16 1.46 -1.06
H -0.31 0.06 -2.09
H -1.61 1.09 -1.38
H -0.79 -2.01 -1.18
H -2.22 -1.54 -0.54
H -1.07 -2.22 0.71
H -0.36 1.17 1.70
H -1.71 1.54 0.66
H -1.76 0.14 1.98
*
```

**SMILES**: C=NOC(C)(C)C
**Highest occupied orbital energy**: -9.60 eV
**Gap between HOMO and LUMO**: 10.7 eV


Which structure wins on stability? entry two wins.


Entry one
Entry from the Open Molecules 2025 dataset: a single C6H10 molecule (wB97M-V/def2-TZVPD).

The geometry in ORCA input format:
```
! RIJCOSX wB97M-V def2-TZVPD def2/J DEFGRID3
* xyz 0 1
C -1.74 -0.21 1.47
C 0.97 0.08 -1.96
C -0.44 0.09 0.80
C 0.36 -0.98 0.29
C 1.23 -0.74 -0.73
C 0.06 1.34 0.63
H 0.43 -1.90 0.87
H 2.03 -1.46 -0.87
H -2.38 0.67 1.50
H -1.57 -0.55 2.50
H -2.29 -0.99 0.95
H -0.55 2.22 0.82
H 1.11 1.57 0.55
H 0.96 -0.56 -2.84
H 0.03 0.62 -1.89
H 1.78 0.81 -2.10
*
```

**SMILES**: C=C(C)/C=C\C
**Highest occupied orbital energy**: -8.33 eV
**Gap between HOMO and LUMO**: 9.2 eV


Entry two
Entry from the Open Molecules 2025 dataset: a single C6H10 molecule (wB97M-V/def2-TZVPD).

The geometry in ORCA input format:
```
! RIJCOSX wB97M-V def2-TZVPD def2/J DEFGRID3
* xyz 0 1
C 2.66 0.28 0.36
C 1.85 -0.94 -0.08
C 0.42 -0.80 0.22
C -0.75 -0.67 0.48
C -2.16 -0.27 0.63
C -2.39 0.95 -0.25
H 2.33 1.19 -0.15
H 2.55 0.45 1.44
H 3.72 0.13 0.14
H 1.97 -1.09 -1.16
H 2.23 -1.84 0.40
H -2.39 -0.05 1.68
H -2.82 -1.10 0.34
H -2.14 0.70 -1.29
H -3.41 1.34 -0.19
H -1.66 1.72 0.03
*
```

**SMILES**: CCC#CCC
**Highest occupied orbital energy**: -9.36 eV
**Gap between HOMO and LUMO**: 10.4 eV


Entry three
Entry from the Open Molecules 2025 dataset: a 2-piece molecular cluster, C6H10 overall (wB97M-V/def2-TZVPD).

The geometry in ORCA input format:
```
! RIJCOSX wB97M-V def2-TZVPD def2/J DEFGRID3
* xyz 0 1
C -1.23 -1.03 -1.47
C 1.45 1.40 1.26
C -1.05 -0.20 -0.51
C 1.15 0.28 0.67
C -2.02 0.47 0.30
C 1.91 -0.70 -0.09
H -2.23 -1.54 -1.76
H -0.39 -1.58 -1.79
H 2.50 1.79 1.44
H 0.62 2.14 1.30
H -2.00 1.53 0.18
H -1.98 0.20 1.37
H -2.99 0.14 -0.13
H 1.68 -0.46 -1.13
H 2.95 -0.76 0.30
H 1.63 -1.69 0.07
*
```

**Highest occupied orbital energy (alpha / beta)**: -8.24 / -8.18 eV
**Gap between HOMO and LUMO (alpha / beta)**: 8.6 / 8.4 eV


Which structure wins on stability? entry two wins.


Entry one
Entry from the Open Molecules 2025 dataset: a 2-piece molecular cluster, C3H9N2S overall (wB97M-V/def2-TZVPD).

The geometry in ORCA input format:
```
! RIJCOSX wB97M-V def2-TZVPD def2/J DEFGRID3
* xyz 1 1
C 0.02 -0.45 0.64
C 1.75 -2.55 1.21
C -1.04 0.81 -1.40
N 0.46 0.72 1.21
N 0.00 -0.17 -0.82
S 2.93 -3.47 0.71
H -0.96 -0.71 1.12
H 1.67 -2.10 2.19
H -0.58 1.76 -1.75
H -1.42 0.40 -2.24
H -1.82 1.11 -0.69
H 1.40 1.06 1.23
H 0.16 1.00 2.16
H 0.92 0.22 -0.93
H -0.15 -1.14 -1.44
*
```

**Highest occupied orbital energy (alpha / beta)**: -11.47 / -12.41 eV
**Gap between HOMO and LUMO (alpha / beta)**: 7.1 / 8.4 eV


Entry two
Entry from the Open Molecules 2025 dataset: an isolated ion of composition C3H9N2S and charge +1 (wB97M-V/def2-TZVPD).

The geometry in ORCA input format:
```
! RIJCOSX wB97M-V def2-TZVPD def2/J DEFGRID3
* xyz 1 1
C -0.44 -0.18 0.98
C 1.03 1.58 0.39
C 0.20 -0.86 -0.27
N -0.65 -1.20 -1.41
N -0.29 1.21 0.66
S 1.48 0.32 -0.91
H -1.61 -0.45 1.19
H 0.28 -0.65 1.83
H 1.15 2.67 0.00
H 1.65 1.33 1.15
H 0.56 -1.80 0.05
H -0.01 -1.52 -2.09
H -1.36 -1.90 -1.03
H -1.22 -0.46 -1.67
H -0.78 1.90 1.14
*
```

**SMILES**: [NH3+][C@@H]1CNCS1
**Highest occupied orbital energy**: -13.43 eV
**Gap between HOMO and LUMO**: 9.8 eV


Which structure wins on stability? entry two wins.